Here is C33H46I2N9O3PTl as an isolated structure from OMol25. Energies are from the ωB97M-V functional and the def2-TZVPD basis.

Output
ΔE to the lowest compared entry with this formula, charge and spin ... 2.336 eV
E_tot ... -3113.03397 Eh
E_HOMO ... -0.1244 Ha
E_LUMO ... 0.23 eV
Gap between HOMO and LUMO ... 3.62 eV

The geometry in ORCA input format:
```
! RIJCOSX wB97M-V def2-TZVPD def2/J DEFGRID3
* xyz -1 1
Tl 0.0911 -0.1197 -0.5274
O -2.0238 -3.1165 3.0223
C -1.7399 -2.1213 2.3866
N -1.1438 -2.1646 1.1449
C -0.3864 -3.0978 0.7023
C 0.5135 -3.9036 1.4938
C 1.3104 -4.7988 0.8802
C 1.3220 -4.9663 -0.5748
C 0.5201 -4.2450 -1.3640
C -0.3960 -3.2876 -0.7716
N -1.1533 -2.5071 -1.4149
C -1.6923 -2.6340 -2.6677
O -2.1777 -3.6583 -3.0950
C -1.7979 -1.3537 -3.4880
C -2.3687 -1.4488 -4.7481
C -2.4296 -0.3185 -5.5415
C -1.8993 0.8678 -5.0572
C -1.3428 0.8682 -3.7895
N -1.2993 -0.2141 -3.0075
C -2.2119 -0.7706 2.9332
C -2.7733 -0.7750 4.2039
C -3.1586 0.4272 4.7731
C -2.9657 1.5981 4.0558
C -2.4296 1.5024 2.7815
N -2.0640 0.3440 2.2182
H 0.5121 -3.7782 2.5684
H 1.9737 -5.4142 1.4772
H 2.0120 -5.6730 -1.0184
H 0.5472 -4.3412 -2.4406
H -2.7414 -2.4107 -5.0739
H -2.8707 -0.3623 -6.5285
H -1.9057 1.7746 -5.6497
H -0.9011 1.7713 -3.3729
H -2.8867 -1.7219 4.7138
H -3.5905 0.4534 5.7669
H -3.2242 2.5667 4.4705
H -2.2698 2.4047 2.1886
N -1.1573 2.4920 -0.7089
C -0.3352 3.5906 -0.1562
C 0.7125 4.0862 -1.1550
C 1.9972 3.2647 -1.1593
N 1.7889 1.8891 -1.6372
H -1.7227 2.8028 -1.4871
H -1.7786 2.1162 -0.0021
H 0.1838 3.2009 0.7273
H -0.9506 4.4365 0.1525
H 0.9738 5.1163 -0.9023
H 0.2787 4.1002 -2.1662
H 2.3593 3.1963 -0.1336
H 2.7501 3.8007 -1.7394
H 2.6255 1.3259 -1.5274
H 1.5561 1.8568 -2.6235
O 1.5459 1.1864 1.8112
P 2.6874 0.7832 2.6948
N 3.9194 1.8661 2.6148
C 3.6499 3.3178 2.7131
C 4.9699 3.8889 3.2347
C 6.0148 2.9209 2.6586
C 5.3454 1.5603 2.8307
N 2.2772 0.7418 4.2935
C 1.1232 -0.0981 4.7043
C 1.3170 -0.2966 6.2199
C 2.2841 0.8323 6.6177
C 3.2162 0.8987 5.4128
N 3.3098 -0.6747 2.3540
C 4.1259 -1.5149 3.2558
C 4.6569 -2.6217 2.3301
C 4.7401 -1.9454 0.9508
C 3.4579 -1.1186 0.9318
H 2.7976 3.5288 3.3652
H 3.4210 3.7314 1.7299
H 4.9983 3.8536 4.3291
H 5.1191 4.9217 2.9189
H 6.9779 2.9690 3.1659
H 6.1675 3.1302 1.5953
H 5.5400 1.1732 3.8385
H 5.7024 0.8223 2.1128
H 1.0912 -1.0491 4.1636
H 0.2036 0.4320 4.4866
H 1.7778 -1.2673 6.4273
H 0.3628 -0.2500 6.7530
H 2.8125 0.6409 7.5541
H 1.7375 1.7774 6.7048
H 3.9542 0.0874 5.4678
H 3.7536 1.8448 5.3349
H 3.5261 -1.9181 4.0762
H 4.9566 -0.9527 3.6922
H 3.9286 -3.4376 2.2797
H 5.6111 -3.0179 2.6764
H 4.7910 -2.6491 0.1182
H 5.6194 -1.2979 0.8932
H 2.6136 -1.7467 0.6443
H 3.4972 -0.2679 0.2507
I 2.2030 -1.4670 -2.4212
I 6.5525 -3.9734 -1.2362
*
```

Löwdin atomic charge list, values in e, 5 entries:
1 Tl 0.6070
2 O 0.0778
3 C -0.3996
4 N 0.1431
5 C -0.2350


Here is a 11-piece molecular cluster, C33H46O33 overall from OMol25. Energies are from the ωB97M-V functional and the def2-TZVPD basis.

Output
E_tot ... -3767.90264 Eh
Structure (SMILES) ... COC(=O)OC.O=C1OCCO1.O=C1OCCO1.O=C1OCCO1.O=C1OCCO1.O=C1OCCO1.O=C1OCCO1.O=C1OCCO1.O=C1OCCO1.O=C1OCCO1.O=C1OCCO1
E_HOMO ... -0.3632 Ha
E_LUMO ... 0.01 eV
Gap between HOMO and LUMO ... 9.90 eV

The geometry in ORCA input format:
```
! RIJCOSX wB97M-V def2-TZVPD def2/J DEFGRID3
* xyz 0 1
C -3.2550 0.6461 -7.9598
O -2.4673 0.0041 -6.9643
C -2.6743 0.3698 -5.6459
O -3.4246 1.2802 -5.2987
O -1.8647 -0.4117 -4.8319
C -1.7980 -0.2014 -3.3594
H -2.8803 0.2597 -8.9076
H -3.1640 1.7322 -7.9643
H -4.3301 0.5446 -7.8114
H -1.5153 -1.1207 -2.8465
H -2.8203 -0.0032 -3.0375
H -1.0487 0.5734 -3.1969
O 5.2031 -1.6643 1.0370
C 4.7065 -2.6858 0.5331
O 4.9176 -3.1820 -0.6844
C 4.1949 -4.3571 -0.9238
C 3.3274 -4.5336 0.3070
O 3.7177 -3.4048 1.1050
H 3.6469 -4.3572 -1.8661
H 4.9006 -5.1871 -0.8911
H 3.6689 -5.3419 0.9537
H 2.2597 -4.4130 0.1236
O -0.5335 1.9530 7.2246
C -0.7531 0.7753 6.7510
O -1.5916 -0.0078 7.3689
C -1.8973 -1.0976 6.5792
C -0.8181 -0.9892 5.4142
O -0.3610 0.3159 5.5428
H -1.5846 -1.9749 7.1455
H -2.9166 -1.2162 6.2118
H -1.2930 -1.0137 4.4334
H -0.0047 -1.7063 5.5254
O 1.8368 1.5890 -1.6509
C 1.8975 0.5231 -2.2506
O 1.4204 0.3361 -3.4440
C 1.9754 -0.8843 -3.9398
C 2.4379 -1.5877 -2.7047
O 2.6054 -0.4967 -1.8868
H 1.1613 -1.4300 -4.4169
H 2.6931 -0.7518 -4.7494
H 3.2274 -2.3106 -2.9100
H 1.6493 -2.1546 -2.2099
O -2.9630 1.1614 -1.0359
C -3.6374 2.2181 -1.0611
O -4.7340 2.4603 -0.2992
C -5.0120 3.8329 -0.5229
C -4.6380 3.9953 -2.0082
O -3.4697 3.2404 -1.8963
H -6.1018 3.8368 -0.4986
H -4.5324 4.4956 0.1974
H -4.5677 5.0121 -2.3946
H -5.3934 3.4814 -2.6026
O 1.0414 3.0074 2.8495
C 2.1323 3.3890 3.2318
O 2.7291 4.4893 2.8418
C 4.0418 4.4680 3.3060
C 4.2636 3.0816 3.7759
O 2.9432 2.7001 4.0982
H 4.6840 4.7530 2.4727
H 4.1145 5.1471 4.1556
H 4.8227 3.0637 4.7114
H 4.6678 2.3012 3.1311
O 0.2928 -3.2923 0.1305
C 0.3002 -2.0691 0.3993
O -0.1434 -1.1544 -0.3502
C -0.2877 0.0375 0.4323
C 0.6659 -0.2284 1.5210
O 0.6948 -1.5820 1.5532
H -0.0880 0.9619 -0.1097
H -1.3602 0.1043 0.6145
H 0.3458 0.2263 2.4584
H 1.6310 0.2237 1.2923
O -2.6534 3.5271 4.2350
C -2.0166 3.8398 3.1949
O -1.1215 4.8370 3.2410
C -0.7102 5.2424 1.9832
C -1.0273 3.9784 1.1246
O -1.9276 3.2684 1.9585
H -1.3117 6.1042 1.6942
H 0.3024 5.6362 1.8954
H -0.1032 3.4131 1.0037
H -1.4419 4.2352 0.1498
O -1.6481 -9.1355 -2.0314
C -1.4116 -7.9624 -1.6598
O -0.8977 -7.7623 -0.4937
C -0.8663 -6.3553 -0.2294
C -1.3537 -5.7454 -1.5729
O -1.7125 -6.8698 -2.3246
H -1.6341 -6.1778 0.5236
H 0.1670 -6.0883 -0.0081
H -0.6704 -5.0377 -2.0423
H -2.2963 -5.2065 -1.4764
O 6.0804 2.3957 -2.9974
C 5.4438 2.5953 -1.9304
O 4.7432 1.7683 -1.0993
C 4.7513 2.2718 0.1560
C 4.7545 3.7280 -0.1518
O 5.5146 3.7052 -1.3292
H 3.7871 2.1742 0.6550
H 5.5318 1.8296 0.7751
H 5.3033 4.3357 0.5676
H 3.7797 4.1771 -0.3424
O -2.9639 -2.0848 2.8364
C -3.1916 -2.1661 1.6362
O -3.4006 -3.2911 0.9792
C -4.0472 -2.9498 -0.2113
C -3.5351 -1.6044 -0.4992
O -3.4154 -1.0697 0.8245
H -3.8236 -3.5954 -1.0606
H -5.1223 -3.0458 -0.0594
H -4.1661 -1.0379 -1.1842
H -2.5832 -1.6571 -1.0278
*
```

Löwdin atomic charge list, values in e, 5 entries:
1 C -0.0641
2 O -0.0289
3 C -0.4931
4 O 0.0949
5 O -0.0391


Here is C33H47BBr2N7OPtS3Si as an isolated structure from OMol25. Energies are from the ωB97M-V functional and the def2-TZVPD basis.

Output
ΔE to the lowest compared entry with this formula, charge and spin ... 2.720 eV
E_tot ... -8520.46885 Eh
E_HOMO ... -0.3392 Ha
E_LUMO ... -3.10 eV
Gap between HOMO and LUMO ... 6.13 eV

The geometry in ORCA input format:
```
! RIJCOSX wB97M-V def2-TZVPD def2/J DEFGRID3
* xyz 1 1
Pt -0.3844 0.3452 -0.4416
C 3.0241 -0.6963 4.5144
C 3.6738 0.5004 3.8337
C 5.0707 0.1340 3.3291
C 3.7751 1.6505 4.8261
N 2.8757 0.9684 2.6337
C 2.3954 2.2496 2.4674
C 2.0116 2.3877 1.1808
N 2.2929 1.2055 0.5220
B 2.7869 1.3053 -0.9819
N 1.8889 2.3182 -1.7600
C 2.2765 3.6414 -1.9020
C 1.6101 4.1526 -2.9462
N 0.8003 3.1469 -3.4672
C 0.9427 2.0456 -2.6935
S 0.0349 0.5281 -2.7265
C 0.1145 3.3905 -4.7954
C 1.2232 3.6563 -5.8155
C -0.7895 4.6149 -4.6464
C -0.6999 2.2035 -5.2825
N 2.8728 -0.0393 -1.7406
C 3.6633 -0.1544 -2.8541
C 3.5027 -1.4045 -3.3462
N 2.6276 -2.0651 -2.5075
C 2.2526 -1.1938 -1.5555
S 1.2321 -1.4701 -0.1646
C 2.1760 -3.5014 -2.6884
C 0.6800 -3.4915 -2.9940
C 2.9419 -4.1030 -3.8589
C 2.4938 -4.3075 -1.4224
C 2.7523 0.3362 1.4437
S 2.8395 -1.3756 1.1252
H 3.7278 -1.0945 5.2470
H 2.7822 -1.4884 3.8108
H 2.1146 -0.4011 5.0346
H 5.7245 -0.0340 4.1842
H 5.4937 0.9389 2.7246
H 5.0557 -0.7803 2.7336
H 4.3511 1.3026 5.6821
H 2.7928 1.9572 5.1912
H 4.2910 2.5137 4.4014
H 2.3371 2.9551 3.2755
H 1.5755 3.2346 0.6824
H 3.9210 1.7129 -0.9967
H 3.0179 4.0889 -1.2619
H 1.6394 5.1404 -3.3694
H 1.8519 4.5001 -5.5301
H 0.7717 3.8841 -6.7814
H 1.8577 2.7754 -5.9314
H -0.2178 5.5396 -4.5546
H -1.4399 4.5176 -3.7771
H -1.4180 4.7018 -5.5325
H -0.0867 1.3103 -5.3983
H -1.0971 2.4690 -6.2627
H -1.5299 1.9673 -4.6273
H 4.2829 0.6566 -3.1976
H 3.9526 -1.8636 -4.2056
H 0.4784 -2.9491 -3.9196
H 0.1086 -3.0246 -2.1905
H 0.3302 -4.5185 -3.1054
H 2.7546 -3.5687 -4.7917
H 2.5973 -5.1267 -3.9926
H 4.0163 -4.1322 -3.6671
H 1.7548 -4.1571 -0.6402
H 3.4764 -4.0386 -1.0280
H 2.5066 -5.3684 -1.6725
Br -0.5984 -2.3356 3.3367
C -0.5700 -0.4961 3.7821
C -0.4689 -0.1256 5.1309
C -0.5450 1.1864 5.4822
Br -0.3352 1.6538 7.3045
C -0.8006 2.1793 4.5011
C -1.0658 3.5336 4.8090
C -1.3336 4.4134 3.8050
C -1.3052 3.9483 2.4759
N -1.0606 2.7064 2.1462
C -0.8459 1.8026 3.1345
C -0.6964 0.4201 2.7423
O -0.7343 -0.0312 1.5259
H -0.3461 -0.8872 5.8889
H -1.0651 3.8529 5.8424
H -1.5634 5.4498 4.0136
H -1.4960 4.6385 1.6583
C -3.6880 0.7744 0.3519
Si -2.4569 1.3479 -0.9263
C -3.2483 0.9631 -2.5848
C -2.1458 3.1943 -0.9714
H -4.3907 1.5829 0.5806
H -3.2024 0.4733 1.2791
H -4.2537 -0.0767 -0.0361
H -3.0247 1.7383 -3.3169
H -4.3348 0.9403 -2.4495
H -2.9475 0.0012 -3.0043
H -1.6437 3.4652 -1.9044
H -1.5376 3.5363 -0.1368
H -3.1073 3.7246 -0.9462
*
```

Löwdin atomic charge list, values in e, 5 entries:
1 Pt 0.5244
2 C -0.0178
3 C -0.5218
4 C -0.0235
5 C -0.0321


Here is C33H47BBr3CaCl2CsF3ILiN2NaO12 as an isolated structure from OMol25. Energies are from the ωB97M-V functional and the def2-TZVPD basis.

Output
E_tot ... -12429.43246 Eh
E_HOMO ... -0.3398 Ha
E_LUMO ... -8.08 eV
Gap between HOMO and LUMO ... 1.17 eV

The geometry in ORCA input format:
```
! RIJCOSX wB97M-V def2-TZVPD def2/J DEFGRID3
* xyz 2 1
C 3.7637 -6.2591 1.5663
C 3.3010 -5.5921 0.2088
C 1.7605 -5.6966 -0.0886
I 0.5859 -6.5760 1.5471
C 1.0725 -4.4143 -0.5415
C 1.1317 -3.1216 0.0958
C 1.9513 -2.9087 1.3522
C 2.9779 -1.7297 1.2204
C 3.9366 -1.8086 -0.0237
C 5.3962 -1.7452 0.5338
C 6.5604 -2.1448 -0.4288
O 6.1652 -2.7568 -1.6866
C 7.2772 -3.1534 -2.3548
C 7.1177 -3.7657 -3.7667
O 8.3896 -3.0227 -1.9395
C 0.3959 -1.9176 -0.3756
C -0.4766 -1.9372 -1.5148
C -1.2894 -0.7207 -1.9775
C -2.5058 -0.6621 -0.9612
C -2.1752 0.1724 0.2918
O -2.0304 -0.3489 1.3546
O -1.9930 1.5728 0.2092
C -0.5980 -3.2276 -2.1986
C 0.1914 -4.4845 -1.7379
C -0.1563 -5.6928 -2.7321
O 0.0578 -6.8885 -2.6907
N -0.9234 -5.0160 -3.8248
C -1.4834 -3.6856 -3.4587
O -2.4187 -3.1785 -4.0249
H 3.5137 -7.3300 1.6038
H 3.3508 -5.7316 2.4723
H 4.8606 -6.1925 1.6909
H 3.6732 -4.5608 0.2491
H 3.9040 -6.1142 -0.5546
H 1.6416 -6.4011 -0.9283
H 2.4054 -3.8240 1.7546
H 1.2282 -2.5747 2.1230
H 2.3563 -0.8256 1.1201
H 3.5724 -1.6517 2.1407
H 3.7515 -2.6619 -0.6933
H 3.8175 -0.9056 -0.6533
H 5.4470 -2.4093 1.4122
H 5.6324 -0.7292 0.8900
H 7.2077 -1.2845 -0.6619
H 7.1908 -2.8704 0.1138
H 6.6091 -3.0320 -4.4166
H 6.5391 -4.7148 -3.7066
H 8.0933 -3.9787 -4.2229
H 0.5153 -0.9900 0.1840
H -1.6624 -0.8301 -3.0019
H -0.6336 0.1633 -1.8661
H -2.6437 -1.6936 -0.6060
H -3.4108 -0.3354 -1.4955
H -1.1319 1.7005 -0.1932
H -0.2150 -4.8601 -4.5750
Li 5.9009 -5.7445 -4.8758
F 1.3377 -3.3058 4.0543
B -5.9601 -1.1097 2.0441
O -6.7572 0.0231 2.5689
C -6.9512 0.8825 1.5789
O -7.5573 1.9141 1.6670
C -6.2772 0.3551 0.3369
O -6.2463 0.8874 -0.7444
O -5.7049 -0.8046 0.6132
F -6.6735 -2.3075 2.1657
F -4.7269 -1.2028 2.7194
Cs 1.1983 -3.6737 -4.1227
C -3.4898 2.0953 2.9235
C -3.5348 2.8412 4.2871
O -2.7436 3.8034 4.3701
O -4.3413 2.3713 5.0939
H -2.7611 2.5702 2.2835
H -3.2118 1.0543 3.0796
H -4.4663 2.1290 2.4406
C 0.1204 4.8147 2.3697
C -0.2283 6.0913 1.6319
N -0.1849 5.9427 0.1864
C -0.2556 7.2162 -0.5237
C -1.5398 8.0383 -0.3901
C -1.0000 4.8733 -0.3657
C -2.5049 4.8929 -0.0831
H 1.1081 4.4418 2.0564
H 0.1586 4.9959 3.4426
H -0.6306 4.0355 2.2025
H 0.5034 6.8469 1.9280
H -1.2031 6.4444 1.9882
H -0.0544 7.0440 -1.5845
H 0.5803 7.8332 -0.1783
H -2.3508 7.6238 -0.9864
H -1.3626 9.0498 -0.7627
H -1.8739 8.1272 0.6438
H -0.5990 3.9079 0.0040
H -0.8402 4.8317 -1.4467
H -2.7322 5.1392 0.9548
H -2.9311 3.9079 -0.2823
H -3.0219 5.5974 -0.7304
C -7.9429 -3.9951 -0.9328
Cl -8.1953 -2.2649 -0.7264
Cl -9.3190 -4.9366 -0.3428
H -7.8052 -4.2052 -1.9885
H -7.0577 -4.2845 -0.3753
Na 0.7368 2.3934 1.4512
C 1.7737 10.7433 -0.6862
Br 3.1630 9.6648 0.1165
Br 2.1588 12.6261 -0.5460
Br 1.4283 10.2168 -2.5122
H 0.8663 10.5605 -0.1251
Ca 2.4073 -5.6449 3.8772
*
```

Löwdin atomic charge list, values in e, 5 entries:
1 C -0.1964
2 C -0.2162
3 C -0.5558
4 I 1.0645
5 C -0.2038